{"formula": "C51H77ClFN2O31S", "method": "ωB97M-V/def2-TZVPD", "symbols": ["Cl", "S", "F", "O", "O", "O", "O", "O", "O", "O", "O", "O", "O", "O", "O", "O", "O", "O", "O", "O", "O", "O", "O", "O", "O", "O", "O", "O", "O", "O", "O", "O", "O", "O", "N", "N", "C", "C", "C", "C", "C", "C", "C", "C", "C", "C", "C", "C", "C", "C", "C", "C", "C", "C", "C", "C", "C", "C", "C", "C", "C", "C", "C", "C", "C", "C", "C", "C", "C", "C", "C", "C", "C", "C", "C", "C", "C", "C", "C", "C", "C", "C", "C", "C", "C", "C", "C", "H", "H", "H", "H", "H", "H", "H", "H", "H", "H", "H", "H", "H", "H", "H", "H", "H", "H", "H", "H", "H", "H", "H", "H", "H", "H", "H", "H", "H", "H", "H", "H", "H", "H", "H", "H", "H", "H", "H", "H", "H", "H", "H", "H", "H", "H", "H", "H", "H", "H", "H", "H", "H", "H", "H", "H", "H", "H", "H", "H", "H", "H", "H", "H", "H", "H", "H", "H", "H", "H", "H", "H", "H", "H", "H", "H", "H"], "coordinates": [[-4.9471, -4.0567, -2.9473], [-6.5888, -4.5302, 2.0589], [-1.6744, 0.1529, 2.6102], [3.1185, -2.1596, 4.9714], [-8.3615, -1.5904, 4.4732], [11.1726, 5.8909, 1.3982], [-2.2568, 4.1811, 1.1137], [-3.7836, 7.6672, 1.3937], [8.9288, 6.2389, 1.1101], [5.9388, 2.0783, -2.2636], [0.2295, -5.6902, -3.3476], [-11.3517, -1.0098, -1.3459], [4.3745, -1.5638, -1.7377], [-3.1914, -2.0424, -2.1176], [1.7259, -7.3761, -3.3937], [-9.6182, 0.0527, 3.4935], [-8.0211, -0.9885, 2.2898], [0.8747, -1.8116, 4.6832], [-0.0131, 3.8331, 1.4019], [2.1729, -1.9957, -2.1979], [5.9594, -4.8340, -6.2887], [-0.4757, -7.8080, -3.8538], [9.9214, 6.9224, 3.0157], [-10.2476, -2.8044, -2.2434], [8.1405, 2.5102, -1.8035], [-10.0279, -2.3500, -0.0459], [-2.3525, 7.1448, -0.3144], [1.8673, -1.1281, 6.5888], [5.6190, -5.4359, -4.1053], [6.6440, 4.1961, -1.7574], [-4.4852, 7.7042, -0.7862], [-1.2642, 4.8646, 3.0193], [4.3623, -3.7928, -5.0850], [2.8781, 0.1221, -1.6917], [-1.6351, -4.3743, 0.6440], [-0.0612, -2.5213, 0.8802], [3.0613, -1.2160, -1.9033], [-3.2826, 4.5213, 2.0283], [-1.9236, -4.2558, -2.2191], [0.4128, -7.0282, -3.5592], [6.8273, 2.8580, -1.9691], [-9.2002, -3.6190, -1.7420], [-1.0813, 4.2555, 1.8076], [4.0768, 0.6024, -1.1114], [-8.6424, -0.9046, 3.5063], [-3.7709, 7.6751, -2.0112], [-8.7955, -0.2124, 1.3899], [-0.2510, -2.5173, -0.6272], [2.0502, -1.7373, 5.3771], [8.6148, 7.4738, 2.9938], [2.4538, -6.1620, -3.3037], [6.0625, -3.4318, -8.2536], [-3.5601, 7.5196, 0.2052], [-2.5852, 6.8229, -1.6733], [-0.1510, -1.4714, 5.5978], [5.3381, -4.7501, -5.0723], [-0.9424, 0.4706, 1.3509], [0.6251, -0.0057, 1.4136], [-0.0504, -0.5829, 7.9536], [6.3078, -0.5096, -0.7435], [-4.6281, 7.1022, -3.1217], [5.1850, -4.0578, -7.1886], [-2.5651, -5.5610, 0.7685], [-9.2342, -4.9936, -2.3788], [-0.8519, -3.5732, 1.6604], [10.0738, 3.5644, -0.8093], [0.5607, -0.5767, 6.5670], [-3.8907, -5.3127, 1.7006], [-3.1819, 5.4099, 4.3841], [3.6592, -6.3219, -2.3995], [4.5431, -3.0542, -6.2792], [-3.3175, -3.3554, -2.4115], [5.1024, -0.3498, -1.6478], [1.4282, -5.2098, -2.7673], [0.8454, -1.6090, 1.6764], [-1.3159, -3.7770, -0.7363], [8.8683, 3.7242, -1.7135], [-4.9913, -4.2587, 1.0459], [-9.4374, 0.7912, 2.2993], [-9.4816, -3.6367, -0.2700], [7.8427, 4.6764, -1.1772], [7.9031, 6.5791, 2.0247], [8.0038, 7.4676, 4.3805], [10.1043, 6.3132, 1.8039], [-2.5709, 5.4160, 2.9975], [-10.6089, -1.9675, -1.2227], [-7.9180, 0.4137, 0.3249], [-1.7112, 7.0669, -2.2841], [4.1423, -5.3595, -2.2059], [0.6925, -1.8565, 2.8103], [7.7399, 4.6404, -0.0870], [1.1120, 0.5542, 2.3480], [-3.0918, 4.4233, 4.8522], [-8.5271, -5.6741, -1.8953], [3.9740, 0.5664, -0.0212], [1.6200, -4.1774, -3.0736], [-10.3979, 1.1457, 1.9142], [-4.4615, -6.3598, 1.7544], [-8.5747, -3.7812, 0.3243], [-5.4510, 7.7864, -3.3551], [7.0407, -1.1797, -1.2057], [-6.3359, -4.0982, 3.3999], [6.7908, 0.4528, -0.5500], [-0.8590, -3.7356, 2.8197], [-1.1417, -4.0598, -3.0832], [-1.9546, -6.4716, 1.2401], [0.0398, -1.5695, 8.4217], [8.0939, 6.4810, 4.8486], [6.4675, -4.2068, -8.9132], [8.0346, 5.7089, -1.4835], [6.9478, 7.7523, 4.3516], [7.5223, 5.6574, 2.4785], [-2.5006, 6.4431, 2.6191], [1.3254, -5.2459, -1.6771], [7.0824, 7.0905, 1.5133], [-1.4510, -0.0030, 0.3980], [-7.0569, 0.9239, 0.7709], [-4.0437, 6.9386, -4.0320], [-3.4715, 8.7016, -2.2551], [-0.5318, -2.3930, 6.0516], [-4.7110, -3.1293, 1.1961], [2.7732, -5.8810, -4.3146], [0.4815, 0.1198, 8.6041], [9.1878, 4.0053, -2.7244], [-1.1064, -0.2982, 7.9248], [-10.2386, -5.4287, -2.3282], [3.3794, -6.7785, -1.4435], [1.9569, -1.8536, 1.3177], [0.6310, 0.4504, 6.1886], [-4.2379, 5.6945, 4.3553], [-2.1522, -5.4151, -2.2406], [4.4393, -4.7159, -7.6509], [-2.7837, 5.7479, -1.7468], [-4.1032, 5.0328, 1.5170], [-7.5129, -0.3614, -0.3346], [-2.9572, -5.9755, -0.2788], [-0.9378, 1.6537, 1.2691], [0.2290, -1.8386, -1.4565], [8.5356, 8.1703, 5.0310], [6.0280, -0.9662, 0.2124], [5.4218, -0.0687, -2.6587], [4.3921, -6.9920, -2.8616], [-0.9717, -0.9599, 5.0865], [-8.4792, 1.1290, -0.2836], [-5.0877, 6.1548, -2.8186], [-5.2796, -4.5490, -0.0543], [-9.5412, -0.8705, 0.9276], [-3.6634, 3.5997, 2.4821], [9.7940, 3.1078, 0.1466], [-8.2475, -3.1226, -1.9630], [-10.2249, -4.3859, 0.0244], [10.5568, 4.5268, -0.6157], [8.6851, 8.5008, 2.6155], [4.2686, 1.6349, -1.4177], [-3.6577, -5.0238, 2.8164], [3.5826, -2.6997, -6.6644], [-8.7994, 1.6547, 2.5179], [10.8066, 2.8943, -1.2714], [-8.9786, -4.9241, -3.4416], [5.1811, -2.1907, -6.0607], [5.5013, -2.7164, -8.8621], [-2.6500, 6.1125, 5.0346], [1.2110, 0.3813, 0.4738], [6.9235, -2.9215, -7.8077]], "homo_lumo_gap_ha": 0.3005, "e_tot_ha": -5389.35348, "total_charge": 1, "homo_ha": -0.4095, "largest_force_ev_per_a": 9.3, "multiplicity": 1}